#a
Entry from the Open Molecules 2025 dataset: a molecular structure, C4H9O2P (the ωB97M-V functional and the def2-TZVPD basis).

Lowest unoccupied orbital energy (spin up / spin down) in eV: -0.04 / -0.04

```
! wB97M-V def2-TZVPD RIJCOSX def2/J DEFGRID3
* xyz 0 1
C 0.2594 0.6167 0.4534
C -2.7413 -0.4920 0.0550
C 2.4931 -0.3369 0.1651
C 0.9958 -0.5717 -0.2064
O -0.6170 1.3743 0.0607
O 0.6098 -1.7663 0.3381
P -2.7015 1.0368 -0.6015
H 0.4933 0.4779 1.5890
H -2.9942 -0.5978 1.1303
H 2.5094 -0.6629 1.1872
H 2.7028 0.7303 0.0249
H 3.1255 -0.8697 -0.5166
H 0.9092 -0.4731 -1.2719
H -0.2330 -1.9368 0.0540
H -2.3080 0.9396 -1.9956
H -2.5034 2.5316 -0.4657
*
```

#b
Entry from the Open Molecules 2025 dataset: a molecular structure, C4H9O2P (the ωB97M-V functional and the def2-TZVPD basis).

Lowest unoccupied orbital energy in eV: 0.93

```
! wB97M-V def2-TZVPD RIJCOSX def2/J DEFGRID3
* xyz 0 1
C 1.5339 -1.4416 0.9029
C -0.1313 -0.1641 -1.3328
C -1.7180 0.4047 0.4842
C -0.4074 0.7628 -0.1687
O 2.1759 -0.3701 0.7136
O 0.3404 -1.3495 0.9823
P 1.0394 0.9553 0.9048
H 2.1001 -2.3053 1.0739
H 0.8644 0.1165 -1.7177
H -0.9581 0.0088 -1.9407
H -0.2483 -1.2143 -1.0957
H -1.8796 1.2362 1.2805
H -1.7029 -0.5329 1.0271
H -2.4509 0.6054 -0.2068
H 1.9848 1.5911 0.0654
H -0.5423 1.6971 -0.9723
*
```

Which of them is the most stable? Correct choice: #b.

#a
Entry from the Open Molecules 2025 dataset: a single CH4NOP molecule (the ωB97M-V functional and the def2-TZVPD basis).

SMILES: O=NCP
Lowest unoccupied orbital energy in eV: -0.38

```
! wB97M-V def2-TZVPD RIJCOSX def2/J DEFGRID3
* xyz 0 1
O -2.3451 0.1374 -0.4426
N -1.4760 -0.2568 0.3201
C -0.2608 0.5438 0.4074
P 0.9191 -0.9440 -0.0131
H -0.0186 0.6741 1.5165
H -0.1292 1.3490 -0.3459
H 2.2681 -0.5664 -0.0388
H 1.0424 -0.9371 -1.4037
*
```

#b
Entry from the Open Molecules 2025 dataset: a single CH4NOP molecule (the ωB97M-V functional and the def2-TZVPD basis).

SMILES: CNP=O
Lowest unoccupied orbital energy (spin up / spin down) in eV: -1.30 / -1.30

```
! wB97M-V def2-TZVPD RIJCOSX def2/J DEFGRID3
* xyz 0 1
C 1.0754 0.1864 0.0224
N -0.3872 -0.0681 -0.0434
P -1.5645 0.5196 0.9117
O -2.8973 -0.6777 -0.2520
H 1.5183 -0.1859 -0.8166
H 1.4199 1.3200 0.0223
H 1.5618 -0.2700 0.8867
H -0.7265 -0.8242 -0.7311
*
```

Which of them is the most stable? Correct choice: #a.

#a
Entry from the Open Molecules 2025 dataset: a single C7H10 molecule (the ωB97M-V functional and the def2-TZVPD basis).

SMILES: C#CC[C@@H]1C[C@@H]1C
Lowest unoccupied orbital energy in eV: 1.12

```
! wB97M-V def2-TZVPD RIJCOSX def2/J DEFGRID3
* xyz 0 1
C -0.9309 2.5122 0.3535
C -0.6136 1.7271 -0.5017
C -0.1260 0.7173 -1.4491
C 0.9199 -0.0400 -0.6691
C 1.0168 -1.5016 -0.4053
C 0.5755 -0.5003 0.7071
C -0.8049 -0.8256 1.2622
H -1.2389 3.2487 1.0593
H -0.9421 0.0637 -1.7794
H 0.3003 1.2019 -2.3349
H 1.9053 0.4225 -0.6836
H 1.9807 -2.0045 -0.5030
H 0.1994 -2.1234 -0.7884
H 1.1954 -0.0141 1.4702
H -0.6272 -1.6888 1.9105
H -1.3043 -0.0617 1.8712
H -1.5057 -1.1333 0.4806
*
```

#b
Entry from the Open Molecules 2025 dataset: a single C7H10 molecule (the ωB97M-V functional and the def2-TZVPD basis).

SMILES: C#CC[C@@H]1C[C@@H]1C
Lowest unoccupied orbital energy in eV: 1.10

```
! wB97M-V def2-TZVPD RIJCOSX def2/J DEFGRID3
* xyz 0 1
C 2.0258 0.1517 1.8791
C 1.9059 0.1431 0.6795
C 1.4366 -0.0095 -0.7110
C 0.1802 -0.8587 -0.5174
C -1.2197 -0.9327 -1.0832
C -0.9710 -0.2915 0.2553
C -1.1953 1.2096 0.2595
H 2.1251 0.1681 2.9417
H 1.2647 0.9757 -1.1566
H 2.1903 -0.5137 -1.3272
H 0.4840 -1.8438 -0.1706
H -1.6232 -1.9416 -1.1317
H -1.6181 -0.2677 -1.8455
H -1.1961 -0.7928 1.1931
H -2.2630 1.4261 0.1370
H -0.8450 1.6864 1.1790
H -0.6811 1.6914 -0.5811
*
```

Which of them is the most stable? Correct choice: #b.

#a
Entry from the Open Molecules 2025 dataset: a single C7H10 molecule (the ωB97M-V functional and the def2-TZVPD basis).

Lowest unoccupied orbital energy in eV: 1.03

```
! wB97M-V def2-TZVPD RIJCOSX def2/J DEFGRID3
* xyz 0 1
C 0.1611 -1.3172 1.5153
C 1.1986 -1.3967 0.4268
C 0.0934 -0.3884 0.3473
C 0.2161 1.1334 0.4531
C -0.8565 1.3408 -0.6137
C -0.4820 0.4650 -1.7814
C -0.9890 -0.5068 -0.7410
H 0.4651 -0.9049 2.4749
H -0.5823 -2.1084 1.5662
H 2.2028 -1.0393 0.6421
H 1.1574 -2.2476 -0.2488
H -0.0815 1.5016 1.4400
H 1.1848 1.5704 0.1828
H -1.4159 2.2610 -0.7829
H 0.5851 0.4569 -2.0073
H -1.1056 0.5766 -2.6683
H -1.7517 0.6036 -0.2051
*
```

#b
Entry from the Open Molecules 2025 dataset: a molecular structure, C7H10 (the ωB97M-V functional and the def2-TZVPD basis).

Lowest unoccupied orbital energy (spin up / spin down) in eV: -0.20 / -0.20

```
! wB97M-V def2-TZVPD RIJCOSX def2/J DEFGRID3
* xyz 0 1
C 2.2744 0.0041 -0.0577
C 0.9970 0.7085 0.1578
C 0.0922 0.8858 -1.0924
C -1.0046 -0.1443 -0.7721
C -1.3077 0.1940 0.7059
C 0.1205 -0.3573 0.9203
C -0.2098 -1.3541 -0.2226
H 0.6217 -1.7452 -0.8133
H 2.7602 -0.0228 0.9427
H 1.0872 1.6130 0.7785
H 0.6460 0.6602 -2.0083
H -0.3192 1.8991 -1.1652
H -1.7989 -0.2761 -1.5103
H -1.5175 1.2377 0.9684
H -2.0585 -0.4703 1.1469
H 0.4797 -0.6697 1.9040
H -0.8629 -2.1626 0.1176
*
```

#c
Entry from the Open Molecules 2025 dataset: a molecular structure, C7H10 (the ωB97M-V functional and the def2-TZVPD basis).

Lowest unoccupied orbital energy in eV: 0.74

```
! wB97M-V def2-TZVPD RIJCOSX def2/J DEFGRID3
* xyz 0 1
C -1.8205 -0.0902 0.7995
C -0.6826 -0.8407 0.9562
C -1.8533 0.3007 -0.6689
C -0.6390 -0.5782 -0.7205
C 0.5624 -0.1587 -0.0583
C 1.8453 -0.9574 -0.0249
C 0.8903 1.2998 0.2367
H -2.7538 -0.0632 1.3567
H -2.8705 -0.0148 -0.9863
H -1.7047 1.3736 -0.7407
H -0.6277 -1.4744 -1.3540
H 2.8167 -0.3452 -0.1952
H 1.8413 -1.9402 -0.5859
H 2.0288 -1.2711 1.1089
H 1.5483 1.5415 -0.5095
H 1.3426 1.2125 1.1712
H 0.0763 2.0059 0.2150
*
```

Which of them is the most stable? Correct choice: #b.